(1)
DFT (ωB97M-V/def2-TZVPD) results for a structure of composition C22H17Cl2CoN4O3S at a distorted geometry.

The total charge is -1. The expectation value of S² is 0.757. As for the spin multiplicity: 2. Its HOMO energy (spin up / spin down) is -4.72 / -4.77 eV.

Geometry (Å):
Co1 0.566 -0.124 -1.635
N1 4.200 2.027 -2.525
C1 2.937 1.508 -2.298
S1 2.804 -0.181 -2.014
N2 1.963 2.350 -2.345
N3 0.721 1.719 -2.170
C2 -0.250 2.538 -2.339
C3 -1.657 2.243 -2.252
C4 -2.567 3.297 -2.412
C5 -3.927 3.090 -2.385
C6 -4.391 1.779 -2.209
C7 -3.517 0.728 -2.055
C8 -2.113 0.930 -2.056
O1 -1.315 -0.079 -1.910
H1 4.965 1.470 -2.189
H2 4.281 3.023 -2.411
H3 0.035 3.560 -2.583
H4 -2.173 4.297 -2.566
H5 -4.617 3.914 -2.507
H6 -5.458 1.586 -2.195
H7 -3.874 -0.287 -1.935
Cl1 0.762 0.658 0.765
C9 2.077 -0.235 1.493
C10 3.307 0.398 1.506
C11 4.436 -0.287 1.916
C12 4.317 -1.616 2.288
C13 3.079 -2.225 2.288
Cl2 2.977 -3.894 2.783
C14 1.900 -1.557 1.915
N4 0.696 -2.229 1.963
C15 -0.571 -1.626 2.134
C16 -0.790 -0.871 3.283
C17 -2.001 -0.242 3.504
C18 -3.025 -0.398 2.576
C19 -2.806 -1.170 1.449
C20 -1.583 -1.789 1.188
C21 -1.452 -2.573 -0.100
C22 -0.040 -2.873 -0.585
O2 0.403 -4.007 -0.386
O3 0.651 -1.962 -1.181
H8 3.369 1.413 1.137
H9 5.403 0.198 1.913
H10 5.181 -2.194 2.589
H11 0.714 -3.163 1.571
H12 0.023 -0.773 3.994
H13 -2.148 0.359 4.393
H14 -3.982 0.086 2.726
H15 -3.596 -1.274 0.715
H16 -1.962 -2.004 -0.871
H17 -1.952 -3.536 0.026

(2)
DFT (ωB97M-V/def2-TZVPD) results for a cluster of 2 separate species, C3H5N2 in total at a distorted geometry.

The total charge is +1. For the energy above the lowest of the compared OMol25 structures with the same formula, charge and spin, the calculation gives 417.9 kJ/mol. As for the spin multiplicity: 1. Its HOMO energy is -15.85 eV.

Geometry (Å):
C1 -1.428 -1.408 -0.079
C2 -1.137 -0.131 -0.020
C3 1.608 -0.114 0.012
N1 2.581 0.512 -0.094
N2 -0.748 1.090 -0.009
H1 -0.750 -2.202 -0.051
H2 -2.558 -1.706 -0.200
H3 3.454 0.784 0.217
H4 -0.564 1.476 1.025
H5 -0.460 1.698 -0.801

Which formula does entry 1 have?
C22H17Cl2CoN4O3S